A molecular structure, C22H24N6O5W. Source: the Open Molecules 2025 dataset; level of theory: wB97M-V/def2-TZVPD.

Last column: Mulliken spin population.
Element x y z (Å)
W1 -0.77 0.65 -0.47  1.626
O1 -0.98 -1.49 -0.64  0.013
C1 -0.72 -2.04 -1.97  0.038
C2 -1.61 -1.28 -2.92  -0.021
N1 -1.43 0.17 -2.64  0.015
C3 -2.76 0.85 -2.79  0.029
C4 -3.55 0.61 -1.51  0.006
O2 -4.71 0.37 -1.48  0.026
O3 -2.77 0.69 -0.42  0.035
C5 -0.43 0.80 -3.54  -0.032
C6 0.06 2.08 -2.87  0.034
O4 0.88 2.81 -3.33  0.004
O5 -0.55 2.26 -1.69  0.013
H1 -1.85 -1.79 -0.33  0.012
H2 0.33 -1.85 -2.17  0.002
H3 -0.90 -3.11 -1.96  -0.002
H4 -1.37 -1.51 -3.96  -0.005
H5 -2.65 -1.55 -2.75  0.000
H6 -2.61 1.92 -2.91  -0.006
H7 -3.30 0.46 -3.65  0.000
H8 0.43 0.13 -3.67  0.005
H9 -0.84 1.02 -4.52  0.003
C7 1.05 2.81 0.94  0.001
N2 -0.40 2.52 0.73  0.016
C8 -1.24 2.54 1.94  0.002
C9 -1.24 1.14 2.45  0.013
N3 -0.87 0.14 1.66  -0.004
C10 -0.98 -1.03 2.44  0.019
C11 -0.63 -2.36 2.19  0.004
C12 -0.84 -3.27 3.20  0.000
C13 -1.36 -2.89 4.44  0.001
C14 -1.67 -1.58 4.72  0.001
C15 -1.46 -0.67 3.70  0.005
N4 -1.60 0.72 3.67  0.007
C16 1.90 1.77 0.31  0.058
N5 1.42 0.63 -0.17  0.047
C17 2.53 -0.17 -0.47  0.017
C18 2.65 -1.50 -0.86  0.002
C19 3.92 -2.00 -1.06  0.001
C20 5.06 -1.22 -0.85  -0.001
C21 4.97 0.09 -0.42  0.003
C22 3.68 0.58 -0.22  -0.005
N6 3.24 1.80 0.28  0.015
H10 1.26 2.84 2.01  0.000
H11 1.28 3.80 0.52  -0.002
H12 -0.74 3.21 0.07  0.007
H13 -2.25 2.83 1.65  -0.004
H14 -0.88 3.25 2.68  0.001
H15 -0.17 -2.67 1.26  0.001
H16 -0.57 -4.31 3.03  0.000
H17 -1.51 -3.65 5.20  0.000
H18 -2.05 -1.27 5.69  0.000
H19 -1.91 1.30 4.42  0.000
H20 1.79 -2.15 -0.95  0.003
H21 4.04 -3.04 -1.35  0.000
H22 6.04 -1.65 -1.02  0.000
H23 5.85 0.69 -0.22  0.000
H24 3.81 2.57 0.59  0.000

## Properties
Charge: +2
E_HOMO (alpha / beta) in eV: -14.13 / -14.77
2S+1: 3
ΔE to the lowest compared entry with this formula, charge and spin in kcal/mol: 0.0
Orbital gap (alpha / beta) in eV: 8.292 / 8.101

***

A molecular structure, C22H24N8O3SW. Source: the Open Molecules 2025 dataset; level of theory: wB97M-V/def2-TZVPD.

Last column: natural (NBO) charge in e.
Element x y z (Å)
W1 0.27 0.00 0.31  1.442
C1 1.65 -3.60 -1.98  -0.701
C2 1.36 -2.21 -1.52  0.330
N1 0.28 -1.83 -0.92  -0.288
N2 -0.70 -2.81 -0.74  -0.438
C3 -1.31 -2.91 0.45  0.328
N3 -2.12 -3.95 0.65  -0.734
S1 -1.06 -1.73 1.63  0.088
C4 2.31 -1.12 -1.74  0.131
C5 3.42 -1.27 -2.56  -0.178
C6 4.28 -0.20 -2.73  -0.123
C7 4.00 0.98 -2.05  -0.194
C8 2.88 1.05 -1.25  0.045
N4 2.02 0.03 -1.10  -0.437
H1 1.17 -4.33 -1.34  0.247
H2 2.72 -3.78 -1.92  0.273
H3 1.34 -3.76 -3.02  0.260
H4 -0.81 -3.50 -1.46  0.417
H5 -2.17 -4.74 0.03  0.419
H6 -2.59 -4.03 1.54  0.441
H7 3.61 -2.20 -3.06  0.245
H8 5.15 -0.28 -3.36  0.256
H9 4.65 1.84 -2.12  0.259
H10 2.69 1.95 -0.68  0.220
N5 0.09 2.06 -0.64  -0.774
C9 0.51 3.15 0.26  -0.333
C10 1.49 2.62 1.29  0.639
O1 2.14 3.37 1.99  -0.572
N6 1.52 1.26 1.35  -0.692
C11 2.49 0.70 2.28  -0.360
C12 2.59 -0.79 2.02  0.782
O2 3.39 -1.51 2.54  -0.540
O3 1.69 -1.22 1.13  -0.763
H11 0.65 2.07 -1.49  0.410
H12 -0.86 2.23 -0.96  0.412
H13 -0.36 3.54 0.79  0.237
H14 0.96 3.98 -0.28  0.250
H15 2.22 0.86 3.33  0.233
H16 3.47 1.16 2.16  0.258
C13 -1.77 1.91 3.86  -0.198
C14 -3.09 2.05 3.47  -0.109
C15 -3.46 1.64 2.19  -0.197
C16 -2.50 1.12 1.34  0.166
N7 -1.21 1.00 1.72  -0.459
C17 -0.87 1.38 2.96  0.081
C18 -2.81 0.65 -0.02  0.190
C19 -4.06 0.78 -0.61  -0.201
C20 -4.25 0.38 -1.91  -0.104
C21 -3.18 -0.14 -2.62  -0.228
C22 -1.96 -0.25 -1.98  0.068
N8 -1.77 0.11 -0.70  -0.477
H17 -1.44 2.20 4.84  0.262
H18 -3.83 2.46 4.14  0.256
H19 -4.49 1.73 1.87  0.241
H20 0.17 1.26 3.22  0.235
H21 -4.88 1.22 -0.05  0.246
H22 -5.23 0.48 -2.38  0.256
H23 -3.28 -0.44 -3.65  0.256
H24 -1.09 -0.62 -2.49  0.218

## Properties
Charge: +2
E_HOMO (alpha / beta) in eV: -12.99 / -12.99
2S+1: 1
ΔE to the lowest compared entry with this formula, charge and spin in kcal/mol: 0.0
Orbital gap (alpha / beta) in eV: 6.324 / 6.323

***

A molecular structure, C22H24NO9P2RhS at a distorted geometry. Source: the Open Molecules 2025 dataset; level of theory: wB97M-V/def2-TZVPD.

Last column: Mulliken spin population.
Element x y z (Å)
Rh1 0.13 0.68 -2.17  2.773
O1 4.23 1.71 -2.30  0.002
P1 2.70 1.56 -1.94  0.001
O2 2.46 0.47 -0.94  0.086
O3 1.88 1.42 -3.22  0.152
O4 2.35 2.95 -1.21  -0.009
P2 1.07 3.77 -1.85  0.025
O5 0.89 4.82 -0.64  0.005
O6 1.46 4.40 -3.11  0.005
O7 -0.13 2.84 -1.76  0.105
H1 4.35 2.39 -2.97  0.001
H2 -0.03 4.82 -0.37  0.000
C1 -3.65 -1.18 -1.57  0.024
C2 -2.64 -0.04 -1.35  0.005
C3 -3.33 1.33 -1.22  0.034
O8 -1.74 0.00 -2.39  0.502
H3 -4.36 -1.20 -0.75  0.002
H4 -3.12 -2.13 -1.60  -0.002
H5 -4.18 -1.04 -2.51  -0.001
H6 -2.10 -0.24 -0.41  -0.006
H7 -3.97 1.50 -2.08  -0.001
H8 -2.56 2.09 -1.19  -0.001
H9 -3.93 1.37 -0.31  0.003
N1 0.88 -1.22 -2.61  0.054
C4 0.52 -2.32 -2.45  0.063
C5 0.19 -3.66 -2.32  -0.004
C6 0.60 -4.38 -1.19  0.013
C7 0.32 -5.73 -1.10  -0.006
C8 -0.36 -6.38 -2.13  0.014
C9 -0.76 -5.66 -3.25  -0.006
C10 -0.49 -4.32 -3.36  0.012
H10 1.14 -3.87 -0.41  0.001
H11 0.65 -6.29 -0.24  0.000
H12 -0.56 -7.44 -2.06  0.001
H13 -1.28 -6.17 -4.05  0.000
H14 -0.78 -3.75 -4.23  0.001
O9 -0.05 0.59 0.12  0.138
S1 0.98 1.42 0.81  0.012
C11 -0.06 2.38 1.96  0.007
C12 0.44 3.55 2.51  0.002
C13 -0.35 4.29 3.37  0.000
C14 -1.65 3.87 3.64  0.000
C15 -2.15 2.72 3.06  -0.001
C16 -1.35 1.96 2.22  0.000
C17 1.60 0.27 2.07  0.001
C18 1.08 -1.02 2.09  0.004
C19 1.58 -1.94 3.00  0.000
C20 2.60 -1.58 3.87  0.000
C21 3.12 -0.29 3.83  0.000
C22 2.62 0.64 2.93  0.000
H15 1.44 3.87 2.25  0.000
H16 0.03 5.18 3.82  0.000
H17 -2.27 4.45 4.31  0.000
H18 -3.17 2.41 3.26  0.000
H19 -1.70 1.05 1.76  -0.004
H20 0.31 -1.27 1.39  -0.006
H21 1.18 -2.94 3.04  0.000
H22 2.99 -2.30 4.57  0.000
H23 3.92 -0.02 4.50  0.000
H24 3.03 1.63 2.89  0.000

## Properties
E_HOMO (alpha / beta) in eV: -8.91 / -9.35
2S+1: 5
ΔE to the lowest compared entry with this formula, charge and spin in kcal/mol: 21.1
Orbital gap (alpha / beta) in eV: 8.291 / 7.065

***

A molecular structure, C22H25ClCoN2PS at a distorted geometry. Source: the Open Molecules 2025 dataset; level of theory: wB97M-V/def2-TZVPD.

Last column: Mulliken spin population.
Element x y z (Å)
Co1 0.26 -0.18 -0.04  2.482
Cl1 2.41 -0.11 0.28  0.329
P1 0.00 -0.02 -2.19  0.058
C1 -0.70 1.50 -2.95  0.003
C2 -1.89 1.53 -3.72  0.011
C3 -2.32 2.71 -4.31  0.001
C4 -1.63 3.91 -4.10  0.018
C5 -0.49 3.91 -3.29  -0.007
C6 -0.04 2.72 -2.71  0.000
C7 1.62 -0.20 -3.06  0.054
C8 2.31 -1.41 -2.85  0.012
C9 3.59 -1.59 -3.39  0.003
C10 4.17 -0.58 -4.16  0.075
C11 3.48 0.61 -4.39  -0.008
C12 2.20 0.80 -3.85  0.048
C13 -0.95 -1.36 -3.01  0.012
C14 -1.56 -2.35 -2.24  0.041
C15 -2.34 -3.33 -2.85  0.011
C16 -2.51 -3.33 -4.24  0.002
C17 -1.87 -2.36 -5.02  0.004
C18 -1.08 -1.38 -4.42  -0.001
H1 1.85 -2.18 -2.24  0.008
H2 4.12 -2.52 -3.19  0.001
H3 5.16 -0.73 -4.58  0.001
H4 3.93 1.41 -4.99  0.001
H5 1.66 1.72 -4.05  0.001
H6 -2.46 0.61 -3.88  0.000
H7 -3.20 2.71 -4.95  0.001
H8 -1.98 4.84 -4.56  0.000
H9 0.06 4.83 -3.12  0.000
H10 0.87 2.72 -2.10  -0.007
H11 -1.41 -2.34 -1.16  0.022
H12 -2.82 -4.10 -2.25  0.000
H13 -3.12 -4.10 -4.72  0.000
H14 -1.99 -2.36 -6.11  0.000
H15 -0.59 -0.63 -5.03  0.001
H16 -1.02 0.81 -0.19  0.056
H17 -1.32 0.00 -0.30  0.075
S1 -0.36 -1.01 1.86  0.672
C19 -0.09 0.10 3.17  -0.026
N1 -1.13 0.73 3.76  0.026
C20 -1.02 1.34 5.09  0.000
C21 0.29 2.08 5.18  0.002
C22 1.42 1.14 4.86  0.000
N2 1.15 0.37 3.63  0.011
H18 -2.06 0.42 3.44  0.003
H19 -1.08 0.55 5.87  0.000
H20 -1.87 2.00 5.21  0.000
H21 0.42 2.43 6.20  0.000
H22 0.30 2.92 4.49  0.000
H23 1.59 0.43 5.68  0.001
H24 2.36 1.67 4.70  0.000
H25 1.92 -0.06 3.12  0.000

## Properties
Charge: +2
E_HOMO (alpha / beta) in eV: -14.41 / -14.22
2S+1: 5
Orbital gap (alpha / beta) in eV: 7.929 / 3.499

***

C22H25FN2O3 in the gas phase at a distorted geometry. Source: the Open Molecules 2025 dataset; level of theory: wB97M-V/def2-TZVPD.

Last column: natural (NBO) charge in e.
Element x y z (Å)
C1 -1.01 -0.80 -2.43  -0.643
C2 -1.64 0.00 -1.34  -0.006
C3 -1.13 1.06 -0.64  0.137
C4 0.11 1.86 -0.84  0.639
O1 0.06 3.07 -1.02  -0.606
N1 1.27 1.16 -0.88  -0.430
C5 1.48 -0.15 -0.32  -0.238
C6 2.35 -0.03 0.94  -0.210
N2 3.59 0.66 0.68  -0.437
C7 4.78 0.00 0.41  0.090
C8 6.00 0.69 0.54  -0.184
C9 7.21 0.08 0.33  -0.223
C10 7.28 -1.26 0.00  -0.232
C11 6.11 -1.98 -0.12  -0.257
C12 4.89 -1.35 0.07  0.337
F1 3.78 -2.13 -0.11  -0.342
C13 3.35 1.98 0.14  -0.216
C14 2.50 1.87 -1.14  -0.243
O2 -2.05 1.54 0.25  -0.389
C15 -3.14 0.77 0.14  0.459
C16 -2.96 -0.19 -0.82  -0.304
C17 -4.00 -1.16 -1.16  0.589
O3 -3.86 -2.07 -1.95  -0.548
C18 -5.31 -0.88 -0.44  -0.508
C19 -5.16 -0.35 0.99  -0.018
C20 -6.55 -0.08 1.57  -0.599
C21 -4.45 -1.39 1.86  -0.616
C22 -4.35 0.96 0.97  -0.481
H1 -0.16 -0.26 -2.85  0.221
H2 -0.66 -1.76 -2.04  0.228
H3 -1.74 -1.00 -3.20  0.246
H4 0.52 -0.60 -0.05  0.227
H5 1.98 -0.78 -1.06  0.207
H6 2.54 -1.01 1.37  0.227
H7 1.81 0.57 1.68  0.192
H8 5.97 1.73 0.83  0.205
H9 8.12 0.66 0.44  0.215
H10 8.23 -1.75 -0.16  0.217
H11 6.11 -3.02 -0.39  0.229
H12 4.28 2.48 -0.10  0.216
H13 2.80 2.57 0.88  0.202
H14 2.25 2.87 -1.51  0.251
H15 3.06 1.32 -1.91  0.195
H16 -5.90 -1.80 -0.45  0.234
H17 -5.84 -0.15 -1.05  0.230
H18 -7.13 -1.00 1.62  0.213
H19 -6.46 0.33 2.58  0.210
H20 -7.09 0.64 0.96  0.209
H21 -3.45 -1.59 1.48  0.215
H22 -5.00 -2.33 1.85  0.215
H23 -4.37 -1.04 2.88  0.210
H24 -4.08 1.27 1.98  0.233
H25 -4.96 1.76 0.54  0.231

## Properties
E_HOMO in eV: -7.88
2S+1: 1
ΔE to the lowest compared entry with this formula, charge and spin in kcal/mol: 10.2
SMILES string: Cc1c(C(=O)N2CCN(c3ccccc3F)CC2)oc2c1C(=O)CC(C)(C)C2
Orbital gap in eV: 8.481

***

A gas-phase ion, C22H25N2O2 (charge +1) at a distorted geometry. Source: the Open Molecules 2025 dataset; level of theory: wB97M-V/def2-TZVPD.

Last column: natural (NBO) charge in e.
Element x y z (Å)
N1 -4.48 -1.17 0.54  -0.791
C1 -3.98 0.07 0.57  0.668
O1 -4.50 1.02 0.03  -0.610
C2 -2.68 0.18 1.38  -0.330
N2 -2.03 1.51 1.27  -0.189
C3 -1.66 1.77 -0.16  -0.303
C4 -0.80 0.71 -0.64  -0.099
C5 -0.08 -0.20 -0.96  0.092
C6 0.72 -1.39 -1.21  0.154
O2 -0.20 -2.47 -1.31  -0.702
C7 1.62 -1.52 0.03  -0.078
C8 1.45 -2.55 0.93  -0.221
C9 2.28 -2.64 2.04  -0.200
C10 3.27 -1.70 2.25  -0.207
C11 3.43 -0.66 1.35  -0.218
C12 2.61 -0.56 0.24  -0.166
C13 1.58 -1.28 -2.46  0.022
C14 1.40 -0.26 -3.39  -0.225
C15 2.18 -0.22 -4.53  -0.197
C16 3.15 -1.19 -4.74  -0.194
C17 3.32 -2.21 -3.82  -0.195
C18 2.54 -2.25 -2.68  -0.236
C19 -2.88 2.62 1.79  -0.227
C20 -1.91 3.76 2.09  -0.432
C21 -0.55 3.08 2.31  -0.432
C22 -0.82 1.59 2.13  -0.226
H1 -5.33 -1.34 0.02  0.427
H2 -4.01 -1.96 0.94  0.409
H3 -1.97 -0.57 1.03  0.270
H4 -2.91 -0.01 2.43  0.248
H5 -1.16 2.73 -0.22  0.253
H6 -2.58 1.81 -0.75  0.290
H7 0.21 -3.17 -1.81  0.489
H8 0.68 -3.29 0.76  0.230
H9 2.15 -3.46 2.74  0.222
H10 3.91 -1.77 3.11  0.224
H11 4.20 0.08 1.51  0.222
H12 2.74 0.24 -0.47  0.214
H13 0.64 0.49 -3.22  0.217
H14 2.04 0.57 -5.24  0.223
H15 3.76 -1.16 -5.63  0.225
H16 4.07 -2.97 -3.99  0.225
H17 2.69 -3.04 -1.95  0.219
H18 -3.65 2.87 1.07  0.273
H19 -3.36 2.27 2.71  0.223
H20 -2.24 4.31 2.97  0.248
H21 -1.87 4.47 1.27  0.228
H22 -0.15 3.27 3.31  0.248
H23 0.19 3.44 1.60  0.228
H24 0.00 1.05 1.65  0.261
H25 -1.04 1.12 3.08  0.226

## Properties
Charge: +1
E_HOMO in eV: -11.50
2S+1: 1
ΔE to the lowest compared entry with this formula, charge and spin in kcal/mol: 13.5
SMILES string: NC(=O)C[N+]1(CC#CC(O)(c2ccccc2)c2ccccc2)CCCC1
Orbital gap in eV: 9.260

***

A molecular structure, C22H25N2O8S2Sr. Source: the Open Molecules 2025 dataset; level of theory: wB97M-V/def2-TZVPD.

Last column: natural (NBO) charge in e.
Element x y z (Å)
Sr1 0.39 0.60 1.00  1.851
O1 0.22 2.69 4.94  -0.682
C1 0.04 1.79 4.12  0.800
O2 -0.18 1.92 2.87  -0.926
C2 -0.01 0.34 4.65  -0.354
C3 -1.14 -0.47 3.99  0.094
C4 -1.47 -1.71 4.83  -0.430
C5 -0.25 -2.62 4.52  -0.428
C6 0.56 -1.73 3.57  0.078
O3 -0.49 -1.07 2.84  -0.601
C7 1.23 -0.59 4.35  -0.343
C8 2.42 0.04 3.59  0.792
O4 3.38 0.42 4.24  -0.684
O5 2.30 0.06 2.31  -0.928
H1 -0.16 0.41 5.73  0.221
H2 -1.98 0.12 3.67  0.215
H3 -1.57 -1.47 5.89  0.208
H4 -2.40 -2.17 4.49  0.205
H5 0.32 -2.89 5.41  0.208
H6 -0.56 -3.54 4.02  0.204
H7 1.21 -2.25 2.88  0.220
H8 1.64 -0.96 5.29  0.221
O6 -2.62 -0.11 -4.27  -0.714
C9 -2.41 1.21 -4.19  0.430
C10 -2.83 2.00 -5.27  -0.313
C11 -2.65 3.36 -5.25  -0.184
C12 -2.05 3.99 -4.16  -0.278
C13 -1.64 3.21 -3.09  -0.148
C14 -1.80 1.83 -3.08  -0.251
C15 -1.30 1.07 -1.89  0.628
O7 -0.73 1.70 -0.96  -0.813
N1 -1.48 -0.25 -1.95  -0.557
N2 -0.99 -0.91 -0.84  -0.383
C16 -0.93 -2.17 -0.96  -0.086
S1 -1.32 -3.01 -2.47  0.262
C17 -1.01 -4.67 -1.79  -0.542
C18 0.06 -4.56 -0.73  -0.537
S2 -0.42 -3.20 0.37  0.287
H9 -2.26 -0.50 -3.42  0.506
H10 -3.30 1.50 -6.11  0.212
H11 -2.98 3.95 -6.10  0.201
H12 -1.92 5.06 -4.14  0.205
H13 -1.17 3.66 -2.22  0.234
H14 -0.70 -5.31 -2.62  0.227
H15 -1.93 -5.07 -1.37  0.216
H16 1.03 -4.34 -1.18  0.220
H17 0.14 -5.46 -0.13  0.230
C19 2.17 2.03 -2.54  -0.441
C20 2.83 2.56 -1.25  -0.432
C21 3.27 1.29 -0.53  -0.095
O8 2.25 0.34 -0.88  -0.581
C22 2.03 0.52 -2.28  -0.075
H18 2.80 2.21 -3.42  0.201
H19 1.20 2.49 -2.71  0.232
H20 2.09 3.09 -0.65  0.212
H21 3.66 3.24 -1.44  0.211
H22 3.31 1.34 0.55  0.241
H23 4.23 0.93 -0.90  0.162
H24 1.05 0.12 -2.53  0.208
H25 2.79 -0.05 -2.83  0.161

## Properties
Charge: -1
E_HOMO in eV: -5.53
2S+1: 1
ΔE to the lowest compared entry with this formula, charge and spin in kcal/mol: 0.0
Orbital gap in eV: 7.474

***

C22H25N3O3S in the gas phase at a distorted geometry. Source: the Open Molecules 2025 dataset; level of theory: wB97M-V/def2-TZVPD.

Last column: natural (NBO) charge in e.
Element x y z (Å)
C1 -2.61 -3.18 -0.29  -0.634
C2 -3.59 -2.43 0.60  0.099
C3 -5.02 -2.93 0.39  -0.613
O1 -3.61 -1.04 0.29  -0.524
C4 -2.67 -0.20 0.81  0.382
C5 -1.59 -0.57 1.60  -0.350
C6 -0.72 0.40 2.07  -0.141
C7 -0.90 1.74 1.78  -0.075
C8 0.06 2.78 2.27  -0.403
C9 1.03 3.22 1.16  -0.440
C10 1.86 2.07 0.72  0.340
N1 2.95 1.69 1.32  -0.281
N2 3.40 0.57 0.73  -0.338
C11 2.57 0.27 -0.22  0.176
S1 2.73 -1.10 -1.27  0.288
C12 4.42 -1.59 -0.79  -0.427
C13 5.46 -0.65 -1.39  -0.616
C14 4.57 -1.68 0.72  0.814
O2 5.59 -1.46 1.30  -0.587
O3 3.47 -2.18 1.31  -0.693
N3 1.56 1.19 -0.29  -0.416
C15 0.48 1.19 -1.20  0.218
C16 0.20 2.33 -1.94  -0.248
C17 -0.87 2.32 -2.82  -0.191
C18 -1.64 1.18 -2.98  -0.211
C19 -1.33 0.04 -2.26  -0.196
C20 -0.27 0.04 -1.38  -0.230
C21 -1.98 2.10 0.98  -0.189
C22 -2.85 1.15 0.50  -0.272
H1 -1.60 -2.78 -0.19  0.213
H2 -2.59 -4.24 -0.02  0.217
H3 -2.91 -3.09 -1.33  0.210
H4 -3.32 -2.56 1.66  0.173
H5 -5.08 -3.99 0.62  0.211
H6 -5.31 -2.77 -0.64  0.211
H7 -5.70 -2.38 1.04  0.219
H8 -1.41 -1.60 1.85  0.218
H9 0.12 0.10 2.68  0.209
H10 -0.48 3.66 2.62  0.214
H11 0.65 2.39 3.11  0.222
H12 1.70 3.99 1.54  0.244
H13 0.45 3.61 0.32  0.218
H14 4.52 -2.60 -1.20  0.253
H15 5.34 0.34 -0.98  0.235
H16 5.37 -0.62 -2.47  0.213
H17 6.46 -1.01 -1.12  0.232
H18 3.61 -2.21 2.27  0.500
H19 0.82 3.21 -1.84  0.223
H20 -1.10 3.21 -3.39  0.217
H21 -2.47 1.18 -3.66  0.217
H22 -1.91 -0.86 -2.39  0.221
H23 -0.02 -0.85 -0.81  0.233
H24 -2.14 3.14 0.74  0.210
H25 -3.70 1.43 -0.11  0.224

## Properties
E_HOMO in eV: -8.28
2S+1: 1
ΔE to the lowest compared entry with this formula, charge and spin in kcal/mol: 34.1
SMILES string: CC(C)Oc1ccc(CCc2nnc(S[C@@H](C)C(=O)O)n2-c2ccccc2)cc1
Orbital gap in eV: 8.806